This record from the OMol25 dataset describes 14 unconnected molecules or ions with the total composition C42H119N7O21 at a distorted geometry. The level of theory is wB97M-V/def2-TZVPD.

The strongest force on any atom is 0.052 hartree/bohr. As for the HOMO-LUMO gap: 8.50 eV. The LUMO energy comes out at 0.15 eV. For the HOMO energy, the calculation gives -0.30675 Eh.

Atoms and positions in Å:
C: 1.92 24.94 -6.16
O: 1.07 25.00 -7.30
C: 1.73 24.77 -8.52
C: 2.44 26.00 -9.05
N: 1.52 27.06 -9.49
C: 2.27 28.26 -9.78
C: 1.42 29.22 -10.60
O: 2.27 30.15 -11.24
C: 1.64 30.78 -12.32
H: 1.33 24.86 -5.25
H: 2.53 25.84 -6.02
H: 2.56 24.05 -6.25
H: 1.02 24.29 -9.19
H: 2.55 24.03 -8.45
H: 3.01 25.67 -9.93
H: 3.14 26.33 -8.27
H: 0.86 27.19 -8.73
H: 3.10 28.02 -10.44
H: 2.64 28.76 -8.88
H: 0.73 29.76 -9.94
H: 0.88 28.67 -11.38
H: 1.17 30.02 -12.96
H: 2.40 31.25 -12.95
H: 0.87 31.51 -12.04
C: 2.79 33.16 -17.38
O: 3.47 31.95 -17.23
C: 4.49 32.01 -16.26
C: 5.11 30.67 -15.97
N: 5.94 30.20 -17.07
C: 6.36 28.78 -16.91
C: 5.34 27.87 -17.59
O: 5.24 28.20 -18.93
C: 4.43 27.31 -19.66
H: 2.20 33.17 -18.29
H: 3.48 34.02 -17.39
H: 2.08 33.25 -16.55
H: 4.10 32.39 -15.30
H: 5.26 32.67 -16.67
H: 4.35 29.95 -15.64
H: 5.73 30.76 -15.08
H: 5.39 30.12 -17.92
H: 6.55 28.49 -15.88
H: 7.29 28.64 -17.47
H: 4.41 27.98 -17.03
H: 5.69 26.84 -17.46
H: 4.91 26.33 -19.79
H: 4.35 27.72 -20.67
H: 3.43 27.17 -19.22
C: 10.18 27.88 -14.45
O: 9.09 28.77 -14.52
C: 8.99 29.57 -13.38
C: 8.47 28.78 -12.19
N: 7.29 27.96 -12.50
C: 6.05 28.75 -12.36
C: 4.81 27.94 -12.66
O: 4.86 27.57 -14.03
C: 3.81 26.69 -14.34
H: 10.59 27.61 -15.42
H: 9.82 26.95 -13.98
H: 11.00 28.25 -13.84
H: 8.29 30.38 -13.61
H: 9.94 30.07 -13.17
H: 8.35 29.37 -11.28
H: 9.22 28.02 -11.91
H: 7.34 27.67 -13.47
H: 6.13 29.74 -12.81
H: 5.95 28.91 -11.27
H: 3.96 28.60 -12.44
H: 4.77 27.03 -12.05
H: 3.88 25.77 -13.74
H: 3.90 26.32 -15.36
H: 2.81 27.10 -14.18
C: 12.05 28.20 -10.87
O: 12.51 28.09 -12.20
C: 13.54 27.14 -12.42
C: 14.47 27.73 -13.48
N: 14.91 29.06 -13.10
C: 15.79 29.72 -14.10
C: 16.09 31.10 -13.61
O: 14.95 31.88 -13.69
C: 15.15 33.21 -13.22
H: 11.78 27.21 -10.47
H: 11.13 28.79 -10.91
H: 12.76 28.69 -10.19
H: 13.03 26.30 -12.92
H: 14.03 26.73 -11.53
H: 13.95 27.70 -14.46
H: 15.36 27.08 -13.53
H: 14.08 29.58 -12.82
H: 15.26 29.60 -15.06
H: 16.65 29.04 -14.07
H: 16.99 31.49 -14.11
H: 16.48 31.02 -12.59
H: 16.02 33.72 -13.65
H: 15.22 33.22 -12.13
H: 14.28 33.76 -13.60
C: 3.92 34.34 -13.67
O: 4.02 35.05 -12.48
C: 5.30 34.88 -11.88
C: 5.45 33.50 -11.25
N: 6.75 33.30 -10.64
C: 6.99 31.92 -10.22
C: 8.41 31.78 -9.71
O: 9.25 32.05 -10.76
C: 10.64 32.08 -10.45
H: 4.06 33.25 -13.60
H: 4.60 34.72 -14.44
H: 2.89 34.34 -14.03
H: 5.40 35.56 -11.03
H: 6.02 35.15 -12.65
H: 5.19 32.71 -11.99
H: 4.68 33.39 -10.48
H: 7.47 33.61 -11.29
H: 6.77 31.25 -11.07
H: 6.32 31.76 -9.37
H: 8.48 30.74 -9.34
H: 8.50 32.41 -8.82
H: 11.01 31.04 -10.45
H: 10.80 32.46 -9.44
H: 11.19 32.60 -11.23
C: 11.71 29.85 -16.54
O: 11.19 30.98 -15.86
C: 12.14 31.63 -15.06
C: 11.43 32.66 -14.16
N: 10.33 33.40 -14.77
C: 10.84 34.29 -15.84
C: 11.74 35.37 -15.26
O: 12.11 36.32 -16.26
C: 13.15 35.85 -17.11
H: 10.92 29.26 -17.00
H: 12.30 29.31 -15.80
H: 12.31 30.23 -17.39
H: 12.90 32.06 -15.74
H: 12.68 30.94 -14.39
H: 12.11 33.30 -13.61
H: 10.98 31.98 -13.42
H: 9.73 32.70 -15.21
H: 9.98 34.77 -16.31
H: 11.35 33.64 -16.57
H: 12.65 34.99 -14.79
H: 11.16 35.97 -14.56
H: 14.03 35.58 -16.51
H: 13.38 36.67 -17.78
H: 12.81 34.96 -17.64
C: -3.39 27.16 -15.28
O: -2.05 26.83 -15.62
C: -1.59 25.65 -14.99
C: -0.08 25.58 -15.25
N: 0.21 25.30 -16.66
C: 1.66 25.30 -16.86
C: 2.00 24.42 -18.05
O: 1.37 24.96 -19.23
C: 1.74 24.29 -20.39
H: -3.68 27.98 -15.94
H: -3.40 27.57 -14.27
H: -4.08 26.33 -15.40
H: -1.99 24.74 -15.49
H: -1.85 25.40 -13.96
H: 0.30 24.83 -14.55
H: 0.35 26.55 -14.94
H: -0.23 26.11 -17.10
H: 2.20 24.86 -16.03
H: 2.07 26.31 -17.02
H: 1.61 23.40 -17.98
H: 3.08 24.47 -18.21
H: 1.35 23.27 -20.50
H: 2.81 24.23 -20.64
H: 1.27 24.87 -21.20
O: 8.31 25.00 -12.37
H: 8.39 25.46 -11.51
H: 7.99 24.12 -12.14
O: 5.25 23.79 -16.22
H: 5.86 23.40 -16.85
H: 5.82 24.23 -15.55
O: 8.35 31.68 -16.34
H: 7.51 31.29 -16.69
H: 9.04 31.01 -16.47
O: 4.44 23.95 -11.61
H: 5.37 23.85 -11.37
H: 4.24 23.18 -12.16
O: 10.87 24.71 -16.09
H: 11.73 25.12 -16.23
H: 10.93 23.86 -16.54
O: 6.85 25.45 -14.65
H: 7.49 25.39 -13.89
H: 6.13 26.01 -14.32
O: 7.49 26.32 -10.29
H: 7.34 26.87 -9.52
H: 7.28 26.90 -11.11



This record from the OMol25 dataset describes 13 unconnected molecules or ions with the total composition C42H119N9O15 at a distorted geometry. The level of theory is wB97M-V/def2-TZVPD.

The strongest force on any atom is 0.054 hartree/bohr. As for the HOMO-LUMO gap: 8.72 eV. The LUMO energy comes out at 0.14 eV. For the HOMO energy, the calculation gives -0.31529 Eh.

Atoms and positions in Å:
C: 0.48 -3.94 2.97
C: 1.21 -4.83 3.97
O: 0.63 -4.81 5.29
O: -0.79 -4.52 2.55
H: 1.12 -3.80 2.10
H: 0.28 -2.99 3.46
H: 2.21 -4.42 4.03
H: 1.32 -5.84 3.57
H: -0.26 -5.16 5.34
H: -1.18 -3.89 1.94
C: 1.01 -0.74 -6.50
C: 1.01 -0.06 -5.13
O: 1.68 1.22 -5.21
O: -0.09 -0.21 -7.19
H: 0.85 -1.81 -6.39
H: 1.91 -0.57 -7.09
H: 1.55 -0.67 -4.40
H: 0.08 0.04 -4.58
H: 1.65 1.57 -4.32
H: -0.40 0.64 -6.86
C: -2.36 -3.12 -4.12
O: -2.59 -1.73 -3.95
H: -1.29 -3.31 -4.04
H: -2.88 -3.61 -3.30
H: -2.85 -3.40 -5.06
H: -3.54 -1.60 -3.92
C: -3.34 -2.90 0.36
O: -1.95 -3.06 0.61
H: -3.60 -1.84 0.30
H: -3.56 -3.51 -0.52
H: -3.93 -3.37 1.14
H: -1.56 -2.49 -0.06
C: -2.72 4.51 -1.66
C: -4.15 4.43 -0.95
C: -5.03 3.29 -1.54
O: -6.33 3.32 -0.92
C: -7.20 2.48 -1.64
N: -3.95 4.13 0.46
H: -2.13 3.60 -1.72
H: -2.09 5.20 -1.10
H: -2.74 4.88 -2.68
H: -4.61 5.41 -1.04
H: -4.54 2.35 -1.29
H: -5.10 3.46 -2.62
H: -8.23 2.41 -1.30
H: -6.92 1.44 -1.76
H: -7.26 2.96 -2.62
H: -3.51 3.23 0.57
H: -4.89 4.01 0.80
C: -2.25 6.38 4.95
C: -1.59 4.99 4.82
C: -1.54 4.51 3.35
O: -0.96 3.16 3.34
C: -0.69 2.63 2.05
N: -0.25 4.97 5.46
H: -1.87 7.11 4.23
H: -2.08 6.76 5.96
H: -3.33 6.33 4.86
H: -2.22 4.31 5.38
H: -0.88 5.16 2.77
H: -2.51 4.60 2.86
H: -1.60 2.57 1.44
H: -0.27 1.63 2.16
H: 0.05 3.28 1.58
H: -0.25 4.62 6.40
H: 0.27 4.30 4.91
C: 5.72 -1.61 -3.09
C: 5.76 -1.78 -1.56
C: 6.89 -2.79 -1.27
O: 6.84 -3.09 0.12
C: 7.89 -3.95 0.61
N: 6.00 -0.52 -0.93
H: 5.75 -2.55 -3.64
H: 6.57 -0.98 -3.33
H: 4.77 -1.13 -3.32
H: 4.82 -2.16 -1.16
H: 7.77 -2.25 -1.60
H: 6.81 -3.73 -1.81
H: 7.96 -4.87 0.02
H: 7.75 -4.18 1.66
H: 8.75 -3.28 0.57
H: 6.73 -0.16 -1.54
H: 6.60 -0.79 -0.17
C: -2.04 -1.00 3.43
C: -2.64 -0.10 4.48
C: -1.76 -0.19 5.70
O: -1.95 -1.51 6.14
C: -1.02 -1.90 7.11
N: -2.82 1.20 3.92
H: -2.61 -1.19 2.52
H: -2.00 -2.01 3.83
H: -1.05 -0.59 3.21
H: -3.62 -0.50 4.74
H: -2.03 0.58 6.42
H: -0.77 0.15 5.38
H: -1.26 -2.89 7.49
H: -0.85 -1.24 7.96
H: -0.14 -2.09 6.49
H: -3.23 1.88 4.54
H: -1.93 1.59 3.65
C: -0.89 0.59 -0.82
C: 0.11 -0.53 -1.13
C: 0.91 -1.03 0.14
O: 1.60 -0.01 0.88
C: 3.05 -0.11 0.94
N: -0.65 -1.65 -1.57
H: -1.36 1.02 -1.70
H: -0.47 1.48 -0.35
H: -1.73 0.18 -0.26
H: 0.83 -0.26 -1.91
H: 1.59 -1.85 -0.10
H: 0.27 -1.50 0.89
H: 3.38 -0.79 0.15
H: 3.34 -0.52 1.90
H: 3.59 0.84 0.87
H: 0.02 -2.37 -1.80
H: -1.32 -1.54 -2.32
C: 2.56 -1.13 4.92
C: 3.48 -0.80 6.06
C: 2.70 -0.39 7.28
O: 2.07 0.84 6.94
C: 1.13 1.25 7.87
N: 4.42 -1.88 6.26
H: 1.99 -0.21 4.78
H: 1.89 -1.96 5.12
H: 3.10 -1.31 3.99
H: 4.08 0.06 5.74
H: 3.38 -0.24 8.12
H: 1.95 -1.14 7.52
H: 1.64 1.30 8.84
H: 0.19 0.71 7.87
H: 1.16 2.31 7.61
H: 5.14 -1.53 6.88
H: 4.84 -1.79 5.35
C: -5.97 4.31 -5.47
C: -5.45 3.16 -6.38
C: -4.94 1.95 -5.51
O: -3.88 2.48 -4.73
C: -2.98 1.52 -4.24
N: -6.53 2.74 -7.28
H: -6.11 5.20 -6.08
H: -5.23 4.60 -4.71
H: -6.88 4.03 -4.95
H: -4.61 3.46 -6.99
H: -4.71 1.04 -6.06
H: -5.76 1.67 -4.86
H: -3.50 0.75 -3.67
H: -2.25 2.09 -3.66
H: -2.46 1.01 -5.05
H: -7.32 2.31 -6.81
H: -6.08 2.00 -7.79
C: 4.70 2.44 -3.41
C: 3.98 2.71 -2.04
C: 2.70 1.95 -1.80
O: 1.59 2.30 -2.60
C: 0.84 3.51 -2.37
N: 4.90 2.45 -0.99
H: 5.66 2.92 -3.62
H: 4.03 2.76 -4.21
H: 4.89 1.37 -3.48
H: 3.79 3.78 -1.99
H: 2.37 2.04 -0.76
H: 2.92 0.92 -2.06
H: 0.55 3.38 -1.33
H: 0.05 3.53 -3.12
H: 1.49 4.38 -2.44
H: 5.83 2.69 -1.31
H: 4.94 1.45 -0.89
C: 0.14 -5.78 -0.71
C: -0.13 -5.66 -2.23
C: 0.98 -4.89 -2.90
O: 1.20 -3.59 -2.34
C: 2.28 -2.83 -3.05
N: -0.29 -6.99 -2.77
H: -0.75 -6.05 -0.15
H: 0.50 -4.90 -0.18
H: 0.91 -6.52 -0.47
H: -1.08 -5.16 -2.40
H: 0.67 -4.80 -3.94
H: 1.91 -5.44 -2.82
H: 3.21 -3.39 -3.08
H: 2.47 -1.92 -2.48
H: 2.10 -2.65 -4.11
H: -0.87 -6.86 -3.59
H: -0.90 -7.56 -2.19



This record from the OMol25 dataset describes a molecular structure, C42H27BBr2F4N5NiO3P at a distorted geometry. The level of theory is wB97M-V/def2-TZVPD.

The strongest force on any atom is 0.028 hartree/bohr. As for the HOMO-LUMO gap (spin up / spin down): 4.65 / 4.65 eV. The LUMO energy (spin up / spin down) comes out at -0.73 / -0.73 eV. For the HOMO energy (spin up / spin down), the calculation gives -0.19779 / -0.19776 Eh.

Atoms and positions in Å:
Ni: 0.29 -1.70 -0.83
Br: -0.65 7.28 0.20
C: 0.16 6.10 1.43
C: 1.39 6.44 1.99
C: 1.97 5.59 2.91
C: 1.35 4.39 3.25
C: 0.11 4.07 2.70
C: -0.49 4.92 1.79
N: 2.00 3.66 4.31
N: 1.74 2.47 4.58
C: 1.27 1.48 3.67
C: 0.47 0.54 4.27
C: -0.12 -0.50 3.54
C: 0.18 -0.64 2.21
O: -0.51 -1.55 1.46
C: 1.15 0.20 1.59
N: 1.54 -0.12 0.32
C: 2.43 0.66 -0.25
C: 2.99 1.79 0.36
C: 2.63 2.10 1.64
C: 1.67 1.30 2.31
H: 1.87 7.37 1.71
H: 2.90 5.84 3.39
H: -0.40 3.17 3.01
H: -1.46 4.69 1.39
H: 0.26 0.66 5.33
H: -0.82 -1.18 4.00
H: 2.74 0.36 -1.25
H: 3.72 2.38 -0.17
H: 3.09 2.93 2.14
F: -4.83 -1.24 -5.80
C: -3.98 -0.95 -4.82
C: -4.12 0.24 -4.11
F: -5.10 1.09 -4.44
C: -3.24 0.52 -3.08
F: -3.44 1.68 -2.43
C: -2.22 -0.34 -2.71
P: -1.04 0.03 -1.32
C: -0.39 1.62 -1.99
C: -0.83 2.90 -1.70
C: -0.24 4.00 -2.31
C: 0.80 3.83 -3.21
C: 1.25 2.55 -3.51
C: 0.66 1.46 -2.90
C: -2.24 0.51 -0.02
C: -3.41 -0.22 0.15
C: -4.24 0.00 1.24
C: -3.90 0.96 2.18
C: -2.73 1.68 2.04
C: -1.90 1.45 0.95
C: -2.10 -1.52 -3.45
Br: -0.68 -2.72 -3.10
C: -2.96 -1.82 -4.48
F: -2.84 -2.95 -5.19
H: -1.66 3.05 -1.03
H: -0.60 4.99 -2.08
H: 1.26 4.69 -3.67
H: 2.06 2.41 -4.21
H: 1.01 0.45 -3.12
H: -3.68 -0.99 -0.57
H: -5.14 -0.58 1.35
H: -4.55 1.14 3.03
H: -2.45 2.42 2.78
H: -0.97 2.00 0.86
O: -0.76 -3.63 0.21
B: -0.05 -2.80 1.12
O: 0.90 -3.54 1.84
C: 0.82 -4.80 1.33
C: 1.55 -5.91 1.67
C: 1.24 -7.10 1.02
C: 0.22 -7.16 0.08
C: -0.52 -6.03 -0.26
C: -0.19 -4.86 0.37
H: 2.32 -5.85 2.43
H: 1.79 -8.00 1.27
H: -0.01 -8.11 -0.39
H: -1.32 -6.07 -0.99
N: 3.38 -4.56 -1.73
C: 4.20 -3.61 -1.17
C: 3.38 -2.59 -0.81
N: 2.08 -2.89 -1.13
C: 2.12 -4.08 -1.68
H: 3.65 -5.45 -2.10
H: 5.26 -3.75 -1.09
H: 3.64 -1.67 -0.33
H: 1.27 -4.64 -2.04